# 1
{"formula": "C38H38N5O3S", "method": "ωB97M-V/def2-TZVPD", "e_above_lowest_ev": 0.103, "lumo_ev": -4.774, "e_tot_ha": -2368.2145, "e_homo_ev": -10.173, "total_charge": 1, "species": ["S", "O", "O", "O", "N", "N", "N", "N", "N", "C", "C", "C", "C", "C", "C", "C", "C", "C", "C", "C", "C", "C", "C", "C", "C", "C", "C", "C", "C", "C", "C", "C", "C", "C", "C", "C", "C", "C", "C", "C", "C", "C", "C", "C", "C", "C", "C", "H", "H", "H", "H", "H", "H", "H", "H", "H", "H", "H", "H", "H", "H", "H", "H", "H", "H", "H", "H", "H", "H", "H", "H", "H", "H", "H", "H", "H", "H", "H", "H", "H", "H", "H", "H", "H", "H"], "positions_angstrom": [[3.0372, -2.9684, 2.0282], [7.0771, 3.1498, -1.6986], [5.2027, 4.1670, -1.1635], [-3.7139, 4.8410, -0.7007], [-0.7947, 2.8834, -0.3289], [1.6873, -4.6894, 0.6485], [-1.4163, 5.0495, -0.5134], [0.8820, -2.4510, 0.5103], [5.9234, 3.1427, -1.2187], [-0.1229, 1.7451, -0.0512], [-1.5453, -2.3196, 0.7784], [-2.2466, 2.8730, -0.4373], [-0.5989, -4.4339, -0.0010], [2.0206, 0.4707, 0.0088], [0.6530, -5.2472, -0.2255], [2.6934, -5.4375, 1.2654], [0.4025, 4.3097, -1.9852], [3.4685, -4.6514, 2.1222], [5.4129, 1.8902, -0.7608], [-2.6629, -1.7971, 0.1171], [-0.3998, -2.9167, -0.0268], [-3.9601, -2.0433, 2.1574], [-2.7736, 2.0534, -1.6186], [-1.5740, -2.4901, 2.1670], [2.8465, -6.8261, 1.2282], [0.7781, 4.6693, 0.4925], [-1.3772, 6.4787, -0.6866], [-6.1835, 1.3946, -0.0990], [-4.7981, 1.4327, -0.2777], [-7.0313, 1.6938, -1.1702], [3.4573, 0.5507, -0.1204], [6.1659, 0.7263, -1.0033], [4.1141, 1.8125, -0.2283], [4.5121, -6.6376, 2.9892], [-2.7998, -2.4172, 2.8468], [5.6071, -0.5174, -0.6951], [-2.5950, 4.3559, -0.5779], [4.4162, -5.2422, 2.9546], [1.2405, 1.5922, -0.2528], [-0.2155, 4.2235, -0.5847], [-6.4904, 2.0092, -2.4221], [-5.1070, 2.0702, -2.5973], [3.7306, -7.4265, 2.1342], [-3.8712, -1.6633, 0.8124], [1.7164, -3.3455, 0.9198], [4.2827, -0.6000, -0.2713], [-4.2648, 1.8401, -1.5069], [0.9744, -5.2321, -1.2801], [-2.8488, -2.6721, 3.9090], [-4.6598, 2.3406, -3.5587], [-2.5302, 2.6017, -2.5471], [-2.3847, 6.8829, -0.6112], [1.6316, 3.9905, 0.5631], [-4.7474, -1.2868, 0.2790], [-0.4497, -2.5871, -1.0763], [-4.9294, -2.0325, 2.6657], [-2.2468, 1.0847, -1.6572], [-4.1207, 1.1804, 0.5482], [-1.0086, -4.7204, 0.9792], [-0.7193, 0.9018, 0.3146], [-0.3548, 4.0731, -2.7439], [0.2680, 4.7192, 1.4635], [1.7408, 2.4429, -0.7230], [1.1517, 5.6696, 0.2469], [3.8331, -1.5801, -0.0569], [-0.9598, 6.7477, -1.6615], [-2.5812, -1.5689, -0.9469], [-1.3516, -4.6841, -0.7587], [5.0464, -4.5920, 3.5566], [6.2153, -1.4123, -0.8236], [3.8299, -8.5067, 2.1719], [0.7766, 5.3256, -2.1568], [7.1585, 0.8406, -1.4224], [3.6054, 2.7384, 0.0366], [-0.7547, 6.9285, 0.0884], [1.5616, -0.4894, 0.2430], [-6.5777, 1.1338, 0.8859], [0.4696, -6.2816, 0.0743], [-8.1105, 1.6650, -1.0252], [5.2117, -7.1072, 3.6808], [-7.1439, 2.2204, -3.2648], [1.2355, 3.6120, -2.0952], [-0.6571, -2.7456, 2.7148], [2.2973, -7.4305, 0.5077], [-2.6561, 2.5264, 0.5233]], "atomic_forces_ev_per_a": [[-0.1435, 0.1309, -0.0393], [-2.2382, -0.0702, 0.9776], [1.0923, -2.2114, 0.1231], [1.5567, -0.8294, 0.1535], [1.3167, -2.1132, 0.5792], [0.2822, -0.2954, -0.3656], [-0.6267, -0.5722, -0.0850], [0.5377, -0.5251, 0.6619], [1.5979, 3.0691, -1.0297], [-1.6824, 1.3180, -0.5540], [-0.0810, 0.2606, -0.2981], [-0.6554, 0.2642, 0.6224], [-0.6874, -0.3109, 0.1385], [-0.8327, 1.1921, 0.0685], [0.3906, 0.3257, -0.0706], [-0.3942, -0.2375, 0.5983], [-0.0908, -0.0842, -0.1454], [0.5672, -0.9136, 0.0302], [-1.2155, -1.8809, 0.5016], [0.0396, -0.3750, 0.5350], [0.4600, 0.4674, -0.2892], [0.1180, 0.1362, -0.2127], [0.1999, -0.1355, -0.3522], [-0.5204, -0.2129, 0.2751], [0.1825, 0.0131, 0.1575], [-0.1731, -0.1410, 0.2316], [0.3972, 0.4113, -0.0503], [0.2896, -0.1268, -0.1173], [-0.2762, 0.2984, -0.2212], [0.2671, -0.0467, -0.0122], [1.7875, 0.4675, -0.2968], [-0.5587, 0.3082, 0.2435], [0.1654, -0.2156, -0.6753], [-0.0221, 0.1640, -0.1132], [0.2812, 0.2165, -0.2473], [0.0243, 0.4399, 0.0809], [-0.8669, 0.7286, 0.0455], [-0.1780, 0.0425, -0.2315], [1.9668, -0.1875, -0.2024], [0.3145, 0.6446, -0.3038], [0.0845, -0.1552, 0.1535], [0.0308, 0.1701, 0.4208], [0.1332, 0.6246, -0.0981], [-0.0222, 0.0343, 0.0039], [-0.8616, 0.2406, -0.3653], [-0.7599, -0.1436, 0.0051], [-0.1547, -0.1730, 0.1337], [0.0357, 0.0066, 0.3215], [0.0316, 0.1755, -0.3583], [-0.2957, -0.0270, 0.2954], [-0.1145, -0.3193, 0.2641], [0.0163, -0.2035, 0.0028], [-0.1419, 0.2556, 0.0472], [0.2302, -0.1988, 0.2408], [-0.1723, 0.0983, 0.2196], [0.4121, 0.0598, -0.1741], [-0.0656, 0.2476, 0.0654], [-0.4657, 0.1138, -0.2739], [0.0789, 0.0726, -0.2835], [-0.0366, 0.2185, -0.2364], [0.1935, 0.0674, 0.1354], [0.1805, -0.0641, -0.1971], [-0.1219, -0.4494, 0.4416], [-0.0507, -0.2646, 0.0177], [0.2681, 0.4821, -0.3258], [-0.1039, 0.0232, 0.0390], [-0.2131, -0.1414, 0.1827], [0.0813, -0.0750, 0.2385], [-0.0765, -0.3217, 0.1005], [-0.2866, 0.1894, 0.0536], [-0.0350, 0.1603, -0.1128], [-0.0682, -0.2614, 0.0021], [-0.1063, -0.1356, 0.0634], [0.1589, -0.2168, -0.2761], [-0.0902, 0.0611, -0.0212], [-0.0601, -0.1150, 0.2871], [-0.0129, 0.0545, -0.3764], [0.1026, 0.1133, -0.1063], [0.2607, 0.0502, -0.0865], [-0.1936, 0.1168, -0.2267], [0.0686, -0.0522, 0.1778], [-0.0796, 0.2194, -0.1029], [-0.4176, -0.0959, -0.3269], [0.0225, 0.1268, 0.2963], [0.0254, 0.0173, -0.3719]], "lowdin_charge": [1.096, 0.080, 0.063, 0.110, 0.058, -0.032, -0.034, 0.038, -0.313, 0.042, -0.218, -0.165, -0.116, 0.072, -0.104, -0.228, 0.024, -0.468, -0.132, -0.048, -0.302, -0.079, -0.074, -0.042, -0.008, 0.020, -0.001, -0.069, -0.066, -0.072, -0.171, 0.044, 0.081, -0.079, -0.066, -0.027, -0.366, -0.080, -0.052, -0.454, -0.065, -0.031, -0.068, -0.089, -0.584, -0.005, -0.230, 0.141, 0.109, 0.118, 0.132, 0.103, 0.067, 0.098, 0.142, 0.109, 0.118, 0.104, 0.130, 0.159, 0.102, 0.111, 0.075, 0.098, 0.068, 0.099, 0.110, 0.135, 0.111, 0.122, 0.109, 0.098, 0.128, 0.113, 0.094, 0.085, 0.111, 0.123, 0.107, 0.109, 0.108, 0.080, 0.120, 0.110, 0.160]}

=====

# 2
{"formula": "C2H6S2", "method": "ωB97M-V/def2-TZVPD", "e_above_lowest_ev": 4.645, "lumo_ev": [-8.838, -8.932], "spin_multiplicity": 2, "e_tot_ha": -875.7002, "s_squared": 0.7558, "e_homo_ev": [-14.789, -13.762], "total_charge": 1, "species": ["S", "S", "C", "C", "H", "H", "H", "H", "H", "H"], "positions_angstrom": [[1.0501, 1.5091, 0.2698], [-0.9391, -1.5667, -0.1285], [-1.3283, -0.0342, 0.5843], [1.3841, 0.0382, -0.5928], [-0.6950, 0.1608, 1.4753], [1.0070, -0.7792, 0.0817], [0.7245, 0.0762, -1.4760], [2.4067, -0.1404, -0.9058], [-1.2431, 0.7025, -0.2468], [-2.3668, 0.0337, 0.9389]], "atomic_forces_ev_per_a": [[-0.0363, -1.0837, -0.2668], [0.4987, 0.7281, 0.3849], [0.0208, -0.7987, -0.4823], [-1.0827, 2.2409, -0.3118], [0.1828, 0.2664, -0.1545], [-0.3408, -1.0077, 0.3295], [0.1927, -0.3976, -0.1538], [0.3026, -0.3455, 0.3146], [0.2152, 0.4109, 0.3618], [0.0470, -0.0131, -0.0216]], "lowdin_charge": [0.908, 0.922, -0.585, -0.562, 0.053, -0.016, 0.054, 0.087, 0.045, 0.095]}

=====

# 3
{"formula": "C28H49ClNO7S", "method": "ωB97M-V/def2-TZVPD", "lumo_ev": -2.969, "e_tot_ha": -2535.7402, "e_homo_ev": -12.484, "total_charge": 1, "species": ["Cl", "S", "O", "O", "O", "O", "O", "O", "O", "N", "C", "C", "C", "C", "C", "C", "C", "C", "C", "C", "C", "C", "C", "C", "C", "C", "C", "C", "C", "C", "C", "C", "C", "C", "C", "C", "C", "C", "H", "H", "H", "H", "H", "H", "H", "H", "H", "H", "H", "H", "H", "H", "H", "H", "H", "H", "H", "H", "H", "H", "H", "H", "H", "H", "H", "H", "H", "H", "H", "H", "H", "H", "H", "H", "H", "H", "H", "H", "H", "H", "H", "H", "H", "H", "H", "H", "H"], "positions_angstrom": [[1.2201, 0.4168, 1.1770], [-1.6363, 2.1396, -1.7541], [5.0008, -1.1425, -2.6716], [6.2847, -1.8405, 1.5500], [-3.0627, 0.7953, 0.4138], [-2.6934, 3.0417, -1.3816], [-0.6907, 2.6906, -2.6964], [3.1093, -2.2238, -3.2082], [6.7043, -3.1480, -0.2246], [-0.2559, -1.2610, -0.7825], [-1.4878, -0.9334, 0.0274], [-5.7777, 1.0677, -0.8512], [0.5877, -0.1482, -1.3409], [-0.4445, 4.2108, 0.3237], [1.9760, -0.7314, -1.6474], [-1.8351, -4.4176, 0.3953], [-3.7378, 0.8588, 1.6733], [-1.4940, -1.9020, 1.2281], [1.9646, -2.0908, -2.3751], [-1.6871, 0.5185, 0.4987], [4.2890, -2.0844, -2.5209], [0.6271, 1.0805, -0.4135], [-5.7665, -0.0067, 0.2692], [1.5775, 2.1536, -0.9761], [4.6992, -0.0109, 1.5707], [-0.8574, 2.8170, 0.8149], [-5.5543, -0.4996, 2.7190], [-2.4353, 0.7455, -2.5473], [5.9811, -0.5747, 0.9379], [4.9500, -3.8548, 1.2046], [4.5229, 1.4923, 1.3693], [2.6799, 2.7131, -0.0431], [6.0520, -2.9254, 0.7555], [-1.6502, -3.2844, 0.7432], [-0.8212, 1.6422, -0.1973], [-5.1138, -1.3435, -0.1762], [-5.2481, 0.5375, 1.6144], [3.9927, 1.8829, -0.0468], [0.6377, 4.3393, 0.3379], [3.8425, 0.9517, -0.5904], [-0.2920, 2.5423, 1.7038], [-1.3957, 0.5879, 1.5481], [3.8716, -0.5875, 1.1502], [1.0967, -2.2136, -3.0277], [2.3298, 2.9397, 0.9626], [4.7745, 2.4708, -0.5212], [-3.2780, 0.2202, 2.4319], [-1.9147, -0.2053, -2.4668], [0.1836, 0.1334, -2.3157], [-5.1975, 1.9482, -0.5763], [-1.8286, -5.4547, 0.1474], [2.5715, -0.8324, -0.7386], [-2.3578, -1.2196, -0.5602], [-5.8535, 1.4106, 1.8573], [-0.5552, -1.8423, -1.5657], [2.1048, 1.8010, -1.8598], [4.5987, -2.8910, -1.8362], [-1.9025, 2.8855, 1.1192], [-5.1701, -0.1215, 3.6714], [-2.3296, -1.6925, 1.8939], [2.5274, -0.0628, -2.3042], [-6.6241, -0.6714, 2.8140], [0.3474, -1.8571, -0.2097], [2.9372, 3.6789, -0.4853], [5.4071, -4.7150, 1.6938], [5.7986, -0.7363, -0.1276], [-0.8629, 4.9571, 0.9989], [-2.5668, 1.0541, -3.5810], [-5.8408, -2.1419, -0.2978], [4.3956, -4.2357, 0.3487], [-3.6347, 1.8858, 2.0439], [5.4539, 2.0175, 1.5860], [-3.4045, 0.6434, -2.0647], [1.0074, 3.0065, -1.3295], [6.8181, 0.1091, 1.0606], [-6.8196, -0.2361, 0.4451], [-6.7993, 1.4233, -0.9974], [-5.0383, -1.4444, 2.5417], [-5.4548, 0.6694, -1.8104], [1.9476, -2.9325, -1.6665], [4.2557, -3.3665, 1.8880], [-4.3392, -1.6455, 0.5295], [-0.5590, -1.8130, 1.7870], [4.7555, -0.2308, 2.6396], [-4.6252, -1.2040, -1.1440], [3.8093, 1.8424, 2.1192], [-0.7966, 4.4542, -0.6743]], "atomic_forces_ev_per_a": [[-0.0003, 0.0755, 0.0663], [-0.8897, 1.8083, -0.9112], [-0.2542, 0.0253, -0.1646], [-0.5103, -0.2099, 0.0495], [0.1236, -0.6030, -0.0557], [-0.0521, -0.5274, 0.2784], [0.4510, -0.8877, 0.2188], [-0.1618, 0.1470, 0.1829], [-0.1896, 0.1904, -0.1902], [-0.1048, 0.1099, -0.0436], [-0.6025, -0.3217, 0.8516], [-0.4146, 0.0595, 0.5180], [1.1061, 0.1593, -0.5361], [0.3778, 0.0812, 0.2547], [0.0383, -0.4778, -0.1368], [0.5418, 0.0680, 0.0294], [-0.6602, 1.0560, 0.3767], [-0.0330, -0.5505, -0.5920], [-0.0215, -0.2975, 0.2131], [0.2446, 0.5960, -0.1469], [0.8622, 0.3066, 0.0831], [-0.5652, -0.0415, -0.6050], [-0.1712, 0.0083, -0.5404], [0.7466, 0.6509, 0.4497], [0.9045, -0.1465, 0.1687], [-0.6412, 0.6506, -0.7878], [0.3989, 0.5939, 0.1343], [-0.2638, -0.1540, 0.5965], [-0.5753, 0.2020, -0.2252], [-0.0995, 0.1870, 0.3689], [-0.6893, 0.0104, -0.2897], [0.4661, -0.0032, -0.7232], [0.3007, -0.1780, -0.2357], [-0.0618, -0.0095, 0.2498], [0.2942, -1.3128, 1.0843], [0.2829, 0.6935, -0.0554], [-0.1842, -1.3028, -0.0842], [-0.0110, -0.0394, 1.2114], [-0.0605, 0.0481, 0.0254], [0.1459, 0.1068, -0.3057], [0.1282, -0.1646, -0.0795], [0.1824, -0.1669, -0.0285], [-0.2454, 0.1388, 0.1536], [0.1187, 0.0954, -0.1863], [-0.1021, -0.2084, 0.0581], [-0.0656, -0.1810, -0.4029], [0.2532, -0.1977, -0.2789], [0.1578, 0.1635, -0.2809], [-0.2997, 0.1495, 0.1963], [0.2483, -0.0847, -0.2159], [-0.2707, 0.0416, -0.0926], [-0.0915, 0.0952, 0.0954], [0.1173, 0.2810, -0.2758], [0.2659, 0.2726, -0.1465], [0.0674, -0.1580, 0.0722], [-0.1843, -0.1569, -0.0560], [-0.5014, -0.2634, -0.0952], [0.0128, -0.0046, -0.0030], [-0.2115, -0.0568, 0.0732], [0.0244, 0.2593, 0.0034], [-0.1472, 0.1352, 0.0098], [-0.0115, -0.0743, 0.0164], [0.0212, 0.0938, 0.0627], [-0.1545, 0.0717, 0.1101], [-0.0521, 0.0090, 0.1022], [0.4043, 0.1259, -0.0756], [0.0094, -0.0229, 0.0145], [0.1707, 0.0234, -0.0550], [0.0338, -0.0885, 0.1432], [0.1712, 0.0103, -0.1395], [0.1022, -0.0677, 0.0611], [0.0782, -0.1040, 0.0022], [0.0250, 0.0327, 0.0200], [-0.2285, -0.2889, 0.0521], [0.1307, -0.1353, 0.0992], [0.0401, -0.0318, 0.1968], [0.0314, 0.0152, -0.0634], [-0.1226, -0.0785, -0.1114], [0.0995, 0.0604, -0.0314], [-0.0674, 0.0705, 0.0468], [0.1421, -0.0560, 0.0961], [-0.0963, -0.2960, 0.0186], [-0.0857, 0.1328, 0.1418], [-0.0645, -0.0197, -0.0096], [-0.0021, -0.0999, -0.0070], [0.0054, 0.0411, -0.0022], [-0.1048, -0.0838, 0.0093]], "lowdin_charge": [0.890, 0.700, 0.137, -0.019, -0.124, -0.267, -0.284, -0.024, 0.130, 0.131, -0.198, -0.047, -0.255, -0.060, -0.122, 0.154, -0.128, -0.135, -0.175, -0.294, -0.318, -0.559, -0.353, -0.162, -0.193, -0.178, -0.058, -0.086, -0.153, 0.022, -0.193, -0.196, -0.531, -0.129, -0.367, -0.043, -0.301, -0.165, 0.063, 0.076, 0.109, 0.125, 0.067, 0.134, 0.090, 0.116, 0.115, 0.051, 0.153, 0.074, 0.046, 0.090, 0.130, 0.143, 0.172, 0.121, 0.143, 0.107, 0.085, 0.122, 0.128, 0.089, 0.152, 0.119, 0.097, 0.110, 0.093, 0.095, 0.087, 0.074, 0.133, 0.114, 0.038, 0.088, 0.134, 0.126, 0.082, 0.072, 0.062, 0.131, 0.079, 0.050, 0.118, 0.122, 0.060, 0.094, 0.072]}